Entry 1:
Entry from OMol25: a molecular structure, C43H35BrInN5P3S2Se2 (ωB97M-V with the def2-TZVPD basis set).

Output
Molar mass (g/mol): 1131.5
Total charge: -1
Energy above the lowest of the compared OMol25 structures with the same formula, charge and spin (kJ/mol): 124.9
Spin multiplicity: 1
Kohn-Sham gap (eV): 6.0

Structure (XYZ):
```
92
Properties=species:S:1:pos:R:3:forces:R:3:mulliken_charge:R:1
In 1.213 0.142 -0.301 -0.34 0.09 0.07 0.79
S 2.739 0.475 2.561 0.62 -0.09 -0.12 -0.70
P 0.882 1.002 2.777 -0.21 0.28 -0.12 1.54
C -0.267 0.387 1.499 1.25 -0.17 -0.27 0.69
P -0.805 -1.406 1.519 -1.62 0.53 0.34 0.68
S 0.461 -2.452 2.594 0.71 -0.87 0.53 -0.54
C -1.470 1.211 1.273 -0.30 0.19 -0.29 -0.29
C -2.078 1.904 2.317 -0.07 -0.14 -0.09 -0.36
C -3.221 2.649 2.110 0.00 0.02 0.14 -1.05
C -3.803 2.698 0.856 -0.08 0.03 -0.06 -0.87
C -3.232 1.984 -0.184 -0.16 0.03 -0.11 -1.01
C -2.082 1.247 0.020 0.12 -0.07 0.06 0.03
C -2.348 -1.257 2.526 0.24 -0.23 -0.02 0.41
C -3.555 -1.430 1.861 0.07 0.08 0.04 -0.54
C -4.744 -1.477 2.568 -0.25 0.03 0.07 -0.66
C -4.733 -1.338 3.946 -0.18 0.02 0.01 -0.61
C -3.531 -1.149 4.611 0.02 0.06 0.19 -0.73
C -2.342 -1.126 3.907 -0.12 0.01 0.06 -0.13
C 0.480 0.677 4.547 -0.05 0.15 -0.15 0.23
C 1.110 -0.427 5.119 0.05 -0.03 -0.06 -0.59
C 0.917 -0.738 6.452 -0.03 0.00 0.07 -0.81
C 0.095 0.053 7.238 -0.02 0.07 0.02 -0.53
C -0.502 1.175 6.686 -0.11 0.07 0.21 -1.14
C -0.309 1.493 5.353 -0.01 -0.09 -0.16 0.25
C 0.832 2.812 2.541 0.18 -0.08 0.27 0.89
C 0.592 3.378 1.293 -0.06 -0.14 -0.06 -0.03
C 0.700 4.743 1.115 0.00 0.11 -0.07 -1.01
C 1.045 5.558 2.180 0.04 0.07 0.01 -0.62
C 1.331 4.996 3.414 0.05 0.20 0.08 -0.76
C 1.249 3.628 3.589 -0.09 -0.12 -0.06 -0.78
H -1.666 1.816 3.308 -0.05 0.07 0.05 0.54
H -3.661 3.182 2.940 -0.09 0.05 0.08 0.47
H -4.703 3.272 0.696 -0.11 0.09 -0.04 0.34
H -3.683 1.997 -1.165 -0.06 0.02 -0.12 0.46
H -1.652 0.689 -0.806 -0.01 0.06 0.09 -0.27
H -3.556 -1.533 0.784 0.01 -0.04 -0.07 0.32
H -5.682 -1.624 2.048 -0.04 -0.01 -0.04 0.40
H -5.660 -1.384 4.504 -0.03 0.02 0.01 0.37
H -3.518 -1.021 5.684 -0.02 -0.03 0.12 0.44
H -1.401 -1.020 4.428 0.02 -0.09 0.03 0.45
H 1.748 -1.047 4.506 -0.03 0.08 0.02 0.33
H 1.424 -1.594 6.874 -0.03 -0.09 0.03 0.42
H -0.065 -0.190 8.280 0.00 0.00 0.05 0.38
H -1.114 1.824 7.297 -0.06 0.00 0.06 0.41
H -0.766 2.393 4.964 -0.01 0.00 -0.05 0.54
H 0.318 2.764 0.441 0.01 0.11 0.16 0.19
H 0.516 5.167 0.138 -0.01 0.03 -0.04 0.48
H 1.114 6.627 2.039 0.01 0.08 0.01 0.38
H 1.627 5.627 4.242 0.04 0.03 0.02 0.41
H 1.524 3.178 4.536 -0.03 0.08 0.00 0.53
N 3.975 -3.063 0.677 0.11 0.50 0.02 0.04
C 3.716 -1.759 0.565 -0.01 0.06 0.05 -0.65
N 2.488 -1.618 0.132 -0.16 -0.16 -0.15 1.05
C 2.006 -2.882 -0.012 1.46 0.00 0.36 -0.22
N 2.912 -3.788 0.300 -0.84 -0.63 -0.33 -0.88
C 0.711 -3.108 -0.603 -0.91 -0.04 -0.57 0.20
C 0.258 -4.383 -0.959 0.22 0.18 0.15 -0.76
N -0.832 -4.571 -1.669 -0.05 -0.17 -0.05 -0.63
C -1.498 -3.469 -2.034 0.00 0.09 0.06 -0.96
C -1.106 -2.210 -1.645 -0.22 0.00 -0.11 -0.74
N -0.014 -2.014 -0.900 0.99 -0.80 -0.35 2.11
H 4.815 -3.520 1.002 -0.23 0.16 -0.11 0.18
H 4.390 -0.953 0.783 0.11 0.04 0.04 0.58
H 0.829 -5.254 -0.672 0.09 -0.06 0.06 0.52
H -2.366 -3.618 -2.661 -0.07 0.10 -0.03 0.49
H -1.684 -1.334 -1.916 0.09 -0.09 0.03 0.38
Se 0.092 0.680 -2.863 0.08 0.18 0.62 -0.34
P 1.447 -0.592 -4.017 0.25 -0.20 -0.15 0.82
Se 2.880 -1.881 -3.131 -0.03 0.03 0.07 -0.38
C 0.305 -1.565 -5.062 0.14 0.19 0.18 0.40
C 0.322 -2.949 -5.026 0.15 -0.05 0.00 -0.26
C -0.617 -3.670 -5.742 -0.15 0.01 -0.09 -0.62
C -1.572 -3.004 -6.491 -0.01 -0.17 -0.02 -0.44
C -1.587 -1.618 -6.530 -0.10 0.14 -0.08 -0.64
C -0.654 -0.895 -5.813 0.06 -0.02 -0.03 -0.60
C 2.359 0.510 -5.146 -0.15 -0.12 0.18 0.66
C 2.363 1.886 -4.985 -0.18 0.00 0.07 -0.27
C 3.195 2.667 -5.766 0.13 0.09 -0.11 -0.69
C 4.027 2.074 -6.700 0.03 0.13 -0.01 -0.40
C 4.023 0.695 -6.859 0.05 -0.07 -0.12 -0.62
C 3.193 -0.089 -6.082 -0.03 0.01 -0.12 -0.65
H 1.074 -3.457 -4.436 0.01 0.04 0.06 0.26
H -0.607 -4.749 -5.700 -0.01 -0.10 -0.01 0.41
H -2.310 -3.566 -7.046 -0.07 -0.04 -0.05 0.38
H -2.338 -1.101 -7.111 -0.05 0.03 -0.06 0.40
H -0.665 0.188 -5.813 -0.07 0.03 -0.05 0.33
H 1.726 2.339 -4.238 0.04 -0.02 0.02 0.25
H 3.204 3.738 -5.626 0.02 0.08 -0.02 0.40
H 4.689 2.686 -7.297 0.04 0.02 -0.05 0.36
H 4.685 0.232 -7.578 0.02 -0.03 -0.06 0.38
H 3.199 -1.168 -6.175 0.06 0.00 -0.01 0.37
Br 3.199 1.618 -0.882 0.05 0.17 -0.12 -0.55
```
Forces are in eV/Å.

***

Entry 2:
Entry from OMol25: a single C43H35Cl2N5O3 molecule (ωB97M-V with the def2-TZVPD basis set).

Output
Molar mass (g/mol): 740.7
Energy above the lowest of the compared OMol25 structures with the same formula, charge and spin (kJ/mol): 26.5
Spin multiplicity: 1
Kohn-Sham gap (eV): 5.2

Structure (XYZ):
```
88
Properties=species:S:1:pos:R:3:forces:R:3:mulliken_charge:R:1
N -1.284 2.116 4.142 1.34 -1.09 -1.85 -0.85
C -0.718 1.609 3.238 -1.53 1.24 1.86 -0.61
C -0.129 0.968 2.141 -1.08 -0.64 -1.25 0.13
C 1.366 0.773 2.012 -0.87 -1.93 0.96 3.65
C 1.746 0.456 3.392 0.04 -1.59 2.89 -1.03
N 1.765 0.014 4.477 0.07 1.16 -2.44 -0.90
C 1.626 -0.585 1.305 0.90 -0.81 0.79 -0.54
O 2.575 -1.262 1.675 -1.05 0.52 -0.84 -0.69
C 0.652 -1.085 0.317 -1.03 0.44 -0.14 -0.20
Cl 1.145 -2.462 -0.554 0.16 -0.24 -0.33 -0.18
C -0.604 -0.566 0.211 0.97 -0.68 0.14 0.31
Cl -1.756 -1.177 -0.877 0.05 -0.02 -0.06 -0.14
C -1.089 0.465 1.168 0.43 2.16 1.74 0.37
O -2.243 0.902 1.171 0.20 -1.06 -0.71 -0.76
C 3.318 1.235 7.273 -0.01 0.03 0.27 -1.68
C 3.990 1.626 5.994 0.07 -0.06 -0.19 0.91
C 4.322 0.634 5.075 0.65 0.21 -0.33 -0.93
C 4.833 0.945 3.808 -0.16 -0.20 0.68 1.70
C 5.217 -0.160 2.878 -0.05 -0.47 -0.15 -1.96
C 4.971 2.290 3.476 -0.40 -0.08 1.04 -0.34
N 5.465 2.626 2.185 0.51 0.52 -1.52 1.31
C 4.861 2.436 0.964 1.85 -0.27 0.89 -0.90
C 3.585 1.647 0.759 -2.59 -2.28 -0.97 -0.57
C 2.044 1.939 1.366 2.42 1.85 -0.68 2.13
C 1.261 2.213 0.048 -0.24 0.21 0.04 -1.46
C 2.058 3.186 2.264 0.05 0.31 -0.03 0.59
C 2.613 4.320 1.679 -0.22 0.70 -0.03 0.16
C 2.401 5.598 2.204 0.13 -0.24 -0.04 -0.56
C 1.619 5.750 3.351 -0.01 0.02 -0.14 -0.96
C 1.168 4.619 4.025 0.48 -0.14 -0.18 -1.05
C 1.478 3.345 3.537 0.17 0.04 0.03 0.08
O 3.638 0.697 -0.016 0.76 1.92 0.97 -0.53
N 5.786 2.784 0.043 0.14 0.85 1.31 1.99
C 5.901 2.744 -1.391 0.15 0.55 -1.46 -0.28
C 5.053 3.507 -2.221 0.44 -0.33 0.05 1.75
C 3.916 4.298 -1.676 -0.49 0.20 -0.06 -0.83
C 5.324 3.585 -3.591 0.13 -0.14 0.28 -1.33
C 6.467 3.009 -4.143 -0.12 -0.18 0.35 0.57
C 6.751 3.139 -5.611 0.11 0.00 -0.19 -1.48
C 7.336 2.318 -3.291 -0.33 0.17 -0.10 -1.17
C 7.080 2.183 -1.925 -0.48 0.05 -0.03 0.35
C 8.087 1.478 -1.081 0.67 -0.40 0.05 -1.18
N 6.910 3.330 0.665 -0.88 -0.53 -0.16 -1.34
C 6.735 3.164 1.942 -1.02 -0.73 -0.25 0.74
C 7.757 3.434 2.953 1.20 0.40 0.60 0.15
C 8.624 4.531 2.736 -0.48 -0.24 0.31 -0.76
C 9.536 4.907 3.723 0.03 -0.25 0.05 -0.64
C 9.643 4.160 4.906 -0.26 -0.02 -0.20 -0.44
C 8.858 3.015 5.085 0.20 0.18 -0.22 -0.76
C 7.952 2.628 4.099 -0.44 0.29 -0.39 0.34
C 4.775 3.305 4.421 -0.33 0.09 0.34 1.42
C 5.080 4.746 4.135 -0.11 0.42 0.04 -2.24
C 4.263 2.957 5.679 0.15 -0.17 -0.54 -1.20
H 3.064 2.123 7.857 0.00 -0.18 0.01 0.41
H 2.401 0.670 7.060 0.20 0.15 -0.01 0.36
H 3.972 0.592 7.877 -0.14 0.12 -0.08 0.34
H 4.176 -0.416 5.336 0.00 0.34 -0.11 0.29
H 6.089 0.085 2.258 -0.13 -0.02 0.08 0.25
H 5.456 -1.056 3.468 -0.02 0.24 -0.22 0.68
H 4.375 -0.442 2.229 0.38 0.03 0.17 0.11
H 0.252 2.574 0.297 0.45 -0.10 -0.06 0.44
H 1.747 2.966 -0.574 -0.17 -0.20 0.19 0.33
H 1.170 1.274 -0.520 0.12 0.50 0.11 0.45
H 3.224 4.200 0.781 -0.49 0.30 0.16 -0.31
H 2.837 6.459 1.698 -0.14 -0.15 0.18 0.44
H 1.390 6.742 3.737 0.04 -0.18 -0.13 0.38
H 0.578 4.704 4.940 0.30 -0.05 -0.23 0.45
H 1.319 2.513 4.216 -0.44 0.15 -0.51 0.62
H 3.419 4.830 -2.497 0.07 -0.10 0.28 0.51
H 3.170 3.646 -1.215 0.23 0.27 -0.10 -0.31
H 4.244 5.051 -0.946 -0.03 -0.21 -0.10 0.20
H 4.636 4.143 -4.234 0.25 -0.14 0.26 0.38
H 7.766 2.796 -5.831 -0.15 0.06 -0.06 0.37
H 6.050 2.541 -6.209 0.13 0.08 0.17 0.31
H 6.655 4.179 -5.945 0.03 -0.19 0.09 0.35
H 8.248 1.880 -3.706 -0.31 0.13 0.21 0.31
H 8.894 1.130 -1.735 -0.13 -0.03 0.23 0.44
H 8.523 2.148 -0.332 -0.06 -0.28 -0.24 0.20
H 7.676 0.599 -0.569 -0.04 0.20 -0.03 0.25
H 8.537 5.089 1.802 0.00 -0.05 0.36 0.43
H 10.164 5.789 3.575 -0.20 -0.35 0.02 0.39
H 10.346 4.464 5.685 -0.24 -0.07 -0.27 0.40
H 8.947 2.422 5.998 0.02 0.15 -0.37 0.43
H 7.374 1.711 4.215 0.09 0.33 0.11 0.40
H 4.407 5.378 4.730 0.20 -0.12 -0.23 0.60
H 6.114 5.007 4.410 -0.25 -0.13 -0.07 0.30
H 4.923 5.002 3.081 0.08 -0.01 0.24 0.26
H 4.048 3.746 6.406 0.07 -0.23 -0.27 0.35
```
Forces are in eV/Å.